1.
Formula: C14H14AuI2O4PrSTe
Source: OMol25
Level of theory: wB97M-V/def2-TZVPD

Computed properties:
relative energy (zero: lowest compared OMol25 entry of this formula, charge and spin): 0.0000 eV
HOMO energy (alpha / beta): -20.2673 / -20.2673 eV
expectation value of S²: 6.013
net charge: +4
LUMO level (alpha / beta): -15.4 / -16.2 eV
multiplicity: 5

Each line ends with the Löwdin charge.
Atoms and positions in Å:
1 I 3.826 -1.858 -0.548  0.69
2 I 4.060 1.643 -0.544  0.67
3 Au 0.167 1.810 0.006  0.74
4 Pr 1.068 -1.849 0.058  -0.02
5 S 0.915 0.243 -1.664  0.45
6 C -1.033 -2.961 -1.366  0.02
7 C -0.622 -3.122 1.851  0.03
8 C 0.091 0.092 -3.391  -0.77
9 C 0.521 1.326 -4.209  -0.07
10 C -1.430 0.030 -3.208  -0.07
11 C 0.576 -1.219 -4.042  -0.05
12 C -0.631 2.938 1.425  -0.13
13 C -0.969 2.841 -1.082  -0.16
14 O -1.140 -3.787 2.636  0.21
15 O -1.763 -3.597 -2.006  0.21
16 O -0.959 3.549 2.340  0.30
17 O -1.590 3.455 -1.841  0.29
18 H 0.110 1.276 -5.238  0.13
19 H 1.621 1.362 -4.265  0.10
20 H 0.157 2.251 -3.733  0.08
21 H -1.925 -0.008 -4.203  0.14
22 H -1.810 0.906 -2.668  0.06
23 H -1.715 -0.880 -2.646  0.06
24 H 0.183 -1.288 -5.079  0.14
25 H 0.205 -2.102 -3.481  0.06
26 H 1.677 -1.256 -4.073  0.11
27 Te 1.586 0.576 1.936  1.00
28 C 0.535 -0.148 3.729  -0.52
29 C -0.761 0.274 4.045  -0.14
30 C -1.360 -0.163 5.235  -0.02
31 C -0.680 -1.034 6.092  0.00
32 C 0.595 -1.494 5.746  -0.02
33 C 1.205 -1.060 4.561  -0.13
34 H -1.306 0.926 3.354  0.08
35 H -2.361 0.182 5.502  0.14
36 H -1.136 -1.350 7.032  0.14
37 H 1.125 -2.186 6.405  0.14
38 H 2.186 -1.441 4.263  0.11


2.
Formula: C61H49BaN11PS2
Source: OMol25
Level of theory: wB97M-V/def2-TZVPD

Computed properties:
relative energy (zero: lowest compared OMol25 entry of this formula, charge and spin): 0.9627 eV
HOMO energy: -3.0259 eV
net charge: -1
LUMO level: 1.0 eV
multiplicity: 1

Each line ends with the Löwdin charge.
Atoms and positions in Å:
1 Ba 0.960 0.043 0.803  1.80
2 C 0.535 -6.489 2.321  -0.09
3 C 1.691 -6.609 1.547  -0.09
4 C 2.438 -5.493 1.195  -0.01
5 C 1.980 -4.259 1.620  -0.11
6 C 2.490 -2.888 1.417  -0.30
7 N 3.681 -2.613 0.899  0.20
8 C 4.126 -1.368 0.714  -0.30
9 C 5.555 -1.036 0.560  -0.11
10 C 6.702 -1.811 0.595  -0.02
11 C 7.918 -1.161 0.449  -0.09
12 C 7.983 0.225 0.281  -0.09
13 C 6.834 1.000 0.258  -0.02
14 C 5.619 0.348 0.392  -0.11
15 C 4.233 0.837 0.464  -0.32
16 N 3.884 2.098 0.383  0.21
17 C 2.744 2.569 0.933  -0.35
18 N 2.021 1.931 1.871  -0.10
19 C 1.108 2.785 2.414  -0.36
20 N 0.368 2.533 3.492  0.20
21 C 0.123 1.308 3.924  -0.32
22 N 0.256 0.142 3.219  -0.04
23 C -0.109 -0.898 3.963  -0.31
24 N -0.102 -2.208 3.614  0.20
25 C 0.673 -2.696 2.675  -0.30
26 N 1.630 -2.021 1.976  -0.08
27 C 0.827 -4.138 2.393  -0.11
28 C 0.093 -5.250 2.764  -0.01
29 C -0.541 -0.419 5.275  -0.12
30 C -1.006 -1.066 6.416  -0.03
31 C -1.334 -0.287 7.511  -0.10
32 C -1.190 1.110 7.479  -0.10
33 C -0.712 1.756 6.352  -0.02
34 C -0.395 0.976 5.246  -0.11
35 C 1.184 4.052 1.702  -0.12
36 C 0.426 5.217 1.767  -0.02
37 C 0.732 6.234 0.882  -0.09
38 C 1.769 6.099 -0.054  -0.10
39 C 2.520 4.941 -0.126  -0.03
40 C 2.213 3.913 0.760  -0.12
41 N 3.410 -0.242 0.641  -0.06
42 H -0.026 -7.379 2.574  0.10
43 H 2.004 -7.590 1.213  0.10
44 H 3.334 -5.575 0.597  0.11
45 H 6.642 -2.880 0.732  0.11
46 H 8.835 -1.735 0.466  0.09
47 H 8.949 0.698 0.172  0.09
48 H 6.873 2.074 0.138  0.11
49 H -0.799 -5.150 3.366  0.11
50 H -1.104 -2.143 6.438  0.11
51 H -1.701 -0.759 8.413  0.09
52 H -1.452 1.688 8.357  0.09
53 H -0.591 2.830 6.318  0.11
54 H -0.384 5.304 2.476  0.11
55 H 0.155 7.150 0.901  0.09
56 H 1.975 6.916 -0.734  0.09
57 H 3.316 4.821 -0.849  0.11
58 C 0.241 -0.905 -4.568  -0.06
59 C -0.972 -0.242 -5.145  -0.27
60 C -1.038 -0.017 -6.514  -0.06
61 C -2.158 0.549 -7.109  -0.10
62 C -3.240 0.893 -6.320  -0.10
63 C -3.185 0.681 -4.949  -0.11
64 C -2.066 0.127 -4.339  -0.31
65 P -1.925 -0.192 -2.529  1.11
66 C -3.402 0.714 -1.916  -0.35
67 C -3.471 2.058 -2.286  -0.16
68 C -4.453 2.907 -1.813  -0.10
69 C -5.398 2.418 -0.924  -0.10
70 C -5.308 1.105 -0.504  -0.07
71 C -4.319 0.237 -0.967  -0.25
72 C -4.250 -1.133 -0.343  -0.04
73 C -2.309 -1.945 -2.421  -0.39
74 C -3.440 -2.440 -3.071  -0.16
75 C -3.938 -3.705 -2.857  -0.15
76 C -3.265 -4.503 -1.905  -0.13
77 C -2.135 -4.075 -1.278  -0.08
78 C -1.522 -2.799 -1.553  -0.37
79 C -0.276 -2.502 -1.010  -0.13
80 H 1.021 -1.003 -5.324  0.08
81 H 0.002 -1.897 -4.182  0.08
82 H 0.639 -0.335 -3.728  0.04
83 H -0.189 -0.300 -7.124  0.10
84 H -2.182 0.710 -8.179  0.09
85 H -4.129 1.321 -6.762  0.09
86 H -4.042 0.952 -4.344  0.09
87 H -2.726 2.449 -2.976  0.10
88 H -4.476 3.941 -2.132  0.10
89 H -6.177 3.060 -0.535  0.10
90 H -6.010 0.732 0.233  0.10
91 H -4.873 -1.146 0.554  0.06
92 H -3.228 -1.392 -0.062  0.07
93 H -4.584 -1.925 -1.012  0.07
94 H -3.972 -1.775 -3.750  0.10
95 H -4.818 -4.061 -3.371  0.08
96 H -3.646 -5.490 -1.668  0.09
97 H -1.635 -4.725 -0.569  0.09
98 H 0.323 -1.691 -1.398  -0.05
99 H 0.259 -3.290 -0.494  0.02
100 S -1.968 2.072 1.150  0.62
101 C -2.830 1.279 2.315  -1.14
102 N -2.977 -0.040 2.441  -0.05
103 C -3.892 -0.558 3.440  -0.21
104 C -4.137 0.580 4.434  -0.41
105 S -3.805 2.109 3.514  0.92
106 H -2.421 -0.657 1.869  0.12
107 H -3.445 -1.424 3.931  0.12
108 H -4.827 -0.870 2.959  0.11
109 H -3.468 0.515 5.286  0.06
110 H -5.168 0.583 4.780  0.07
111 C 1.550 4.216 -3.836  -0.02
112 C 1.948 2.886 -3.298  -0.31
113 C 2.940 1.997 -3.647  0.01
114 C 2.807 0.919 -2.749  -0.37
115 N 1.805 1.135 -1.907  0.01
116 N 1.299 2.327 -2.262  0.04
117 C 3.601 -0.341 -2.685  -0.02
118 H 1.611 4.226 -4.923  0.08
119 H 2.196 5.007 -3.451  0.07
120 H 0.526 4.458 -3.556  0.08
121 H 3.649 2.100 -4.448  0.11
122 H 0.501 2.696 -1.768  0.16
123 H 3.840 -0.697 -3.687  0.08
124 H 3.034 -1.120 -2.176  0.08
125 H 4.540 -0.196 -2.151  0.07


3.
Formula: C4H3N3O
Source: OMol25
Level of theory: wB97M-V/def2-TZVPD

Computed properties:
relative energy (zero: lowest compared OMol25 entry of this formula, charge and spin): 1.9895 eV
structure (SMILES): N#Cc1oncc1N
HOMO energy: -9.8376 eV
net charge: 0
LUMO level: -0.1 eV
multiplicity: 1

Each line ends with the Löwdin charge.
Atoms and positions in Å:
1 C 0.179 -0.082 0.408  -0.27
2 C -0.791 0.369 1.402  -0.06
3 C -0.503 0.237 -0.784  -0.15
4 C -0.067 -0.006 -2.132  -0.13
5 H 2.229 -0.149 0.668  0.11
6 H 1.495 -1.593 0.219  0.09
7 H -0.702 0.176 2.418  0.10
8 N 1.368 -0.680 0.600  0.09
9 N -1.854 0.866 0.883  0.06
10 N 0.340 -0.080 -3.219  0.17
11 O -1.695 0.941 -0.462  -0.01


4.
Formula: C16H58N6O13
Source: OMol25
Level of theory: wB97M-V/def2-TZVPD

Computed properties:
relative energy (zero: lowest compared OMol25 entry of this formula, charge and spin): 2.8650 eV
HOMO energy: -9.0943 eV
net charge: 0
LUMO level: 0.4 eV
multiplicity: 1

Each line ends with the Löwdin charge.
Atoms and positions in Å:
1 C 0.050 0.279 -3.175  -0.11
2 C -0.285 1.638 -3.664  -0.25
3 O 0.983 2.338 -3.872  -0.08
4 H 0.754 0.252 -2.412  0.01
5 H 0.420 -0.384 -3.968  0.09
6 H -0.901 -0.158 -2.763  0.09
7 H -1.047 2.026 -3.064  0.08
8 H -0.678 1.531 -4.668  0.12
9 H 1.443 2.475 -3.067  -0.03
10 C -4.223 -3.433 -1.388  -0.06
11 C -2.776 -3.625 -0.891  -0.33
12 O -2.201 -2.401 -0.619  -0.11
13 H -4.673 -4.445 -1.480  0.09
14 H -4.257 -2.994 -2.324  0.04
15 H -4.918 -2.977 -0.707  0.07
16 H -2.159 -4.307 -1.459  0.11
17 H -2.771 -4.326 -0.020  0.11
18 H -1.270 -2.415 -0.329  0.06
19 C -2.454 5.309 1.946  -0.07
20 C -1.556 4.972 0.753  -0.25
21 O -1.242 3.554 0.783  -0.12
22 H -2.688 6.352 2.090  0.06
23 H -1.880 5.070 2.907  0.09
24 H -3.411 4.812 1.938  0.07
25 H -0.676 5.515 0.791  0.09
26 H -2.142 5.294 -0.112  0.12
27 H -1.889 3.167 0.241  -0.01
28 C 3.791 -0.683 -3.192  -0.51
29 O 4.469 -1.863 -3.492  -0.14
30 N 3.062 0.015 -4.099  0.18
31 N 3.791 -0.128 -1.938  0.12
32 H 3.222 -0.195 -5.103  0.14
33 H 2.302 0.639 -3.888  0.05
34 H 4.452 -0.632 -1.269  0.16
35 H 3.267 0.672 -1.591  0.06
36 C -3.268 1.150 -1.024  -0.62
37 O -3.274 2.470 -0.569  -0.12
38 N -3.187 0.099 -0.310  0.21
39 N -3.634 0.841 -2.211  0.17
40 H -2.748 0.191 0.553  0.05
41 H -2.984 -0.795 -0.787  0.09
42 H -3.721 1.674 -2.850  0.16
43 H -3.501 -0.039 -2.621  0.10
44 C 1.638 -3.065 -1.252  -0.67
45 O 0.586 -3.829 -0.888  -0.10
46 N 2.649 -3.521 -1.887  0.20
47 N 1.707 -1.819 -0.917  0.18
48 H 2.581 -4.532 -2.094  0.14
49 H 3.430 -3.062 -2.313  0.06
50 H 0.965 -1.550 -0.309  0.05
51 H 2.413 -1.133 -1.289  0.07
52 C -0.078 2.682 3.717  -0.12
53 O 0.400 3.744 2.843  -0.17
54 H -0.586 2.030 2.981  0.05
55 H -0.893 3.197 4.298  0.10
56 H 0.688 2.170 4.221  0.06
57 H -0.314 3.795 2.178  -0.01
58 C 1.836 3.275 -1.184  -0.13
59 O 2.580 2.350 -1.879  -0.16
60 H 2.373 3.588 -0.294  0.09
61 H 0.940 2.821 -0.894  0.06
62 H 1.645 4.207 -1.683  0.10
63 H 3.524 2.610 -1.830  0.14
64 C -1.605 -0.441 3.468  -0.07
65 O -2.221 -0.403 2.195  -0.13
66 H -0.714 -0.912 3.415  0.05
67 H -2.205 -0.948 4.171  0.09
68 H -1.550 0.498 3.869  0.05
69 H -2.952 -1.086 2.185  0.15
70 C 2.388 -3.386 2.026  -0.11
71 O 1.776 -2.362 2.823  -0.14
72 H 3.240 -3.644 2.670  0.09
73 H 2.629 -2.957 1.125  0.03
74 H 1.846 -4.264 1.940  0.06
75 H 0.832 -2.436 2.598  0.01
76 C 3.484 0.250 1.564  -0.17
77 O 3.774 1.404 0.849  -0.16
78 H 4.383 0.127 2.192  0.09
79 H 3.330 -0.556 0.903  0.04
80 H 2.598 0.392 2.223  0.09
81 H 3.798 2.225 1.451  0.14
82 C -0.977 -3.856 3.226  -0.13
83 O -0.760 -3.453 1.887  -0.13
84 H -1.976 -3.973 3.529  0.06
85 H -0.415 -3.287 3.935  0.08
86 H -0.763 -4.907 3.174  0.09
87 H -0.905 -4.220 1.325  0.08
88 C 0.058 0.529 0.234  -0.13
89 O -0.168 -0.715 0.813  -0.14
90 H -0.526 0.811 -0.576  0.04
91 H 1.081 0.530 -0.166  0.08
92 H -0.262 1.301 0.934  0.08
93 H -0.898 -0.739 1.444  0.00